Record 1
{
  "formula": "C26H72F6N6O12S2",
  "method": "ωB97M-V/def2-TZVPD",
  "molar_mass_g_mol": 839.01,
  "total_energy_ev": -99574.086,
  "homo_ev": -14.8,
  "lumo_ha": -0.342,
  "total_charge": 4,
  "gap_ev": 5.47,
  "e_above_lowest_kcal_mol": 136.7,
  "multiplicity": 1,
  "elements": ["C", "C", "C", "O", "C", "N", "H", "H", "H", "H", "H", "H", "H", "H", "H", "H", "H", "H", "C", "C", "C", "O", "C", "N", "H", "H", "H", "H", "H", "H", "H", "H", "H", "H", "H", "H", "C", "C", "C", "O", "C", "N", "H", "H", "H", "H", "H", "H", "H", "H", "H", "H", "H", "H", "C", "C", "C", "O", "C", "N", "H", "H", "H", "H", "H", "H", "H", "H", "H", "H", "H", "H", "C", "C", "C", "O", "C", "N", "H", "H", "H", "H", "H", "H", "H", "H", "H", "H", "H", "H", "C", "C", "C", "O", "C", "N", "H", "H", "H", "H", "H", "H", "H", "H", "H", "H", "H", "H", "C", "F", "F", "F", "S", "O", "O", "O", "C", "F", "F", "F", "S", "O", "O", "O"],
  "xyz": [[-3.823, 1.824, -1.747], [-4.024, 2.970, -0.799], [-5.353, 3.707, -0.908], [-5.321, 4.710, 0.086], [-6.471, 5.544, 0.153], [-3.897, 2.536, 0.682], [-3.001, 2.654, 1.149], [-4.570, 3.086, 1.229], [-4.156, 1.551, 0.645], [-2.979, 1.181, -1.479], [-3.617, 2.065, -2.787], [-4.635, 1.094, -1.675], [-3.228, 3.712, -0.848], [-6.273, 3.130, -0.764], [-5.355, 4.206, -1.882], [-6.202, 6.470, 0.648], [-7.264, 4.959, 0.634], [-6.946, 5.781, -0.805], [2.371, 3.146, -1.016], [1.918, 4.606, -1.005], [2.460, 5.580, -2.045], [1.898, 5.367, -3.300], [1.806, 6.516, -4.157], [0.410, 4.675, -0.945], [0.019, 5.407, -0.357], [0.009, 4.654, -1.891], [0.082, 3.764, -0.590], [3.385, 3.051, -1.405], [1.658, 2.557, -1.593], [2.476, 2.742, -0.010], [2.173, 5.032, -0.032], [3.552, 5.531, -1.982], [2.197, 6.586, -1.693], [0.994, 6.317, -4.849], [2.775, 6.489, -4.667], [1.740, 7.476, -3.641], [-3.934, -4.406, -2.415], [-5.208, -3.537, -2.452], [-4.894, -2.040, -2.594], [-4.341, -1.938, -3.906], [-3.693, -0.744, -4.253], [-6.095, -4.000, -3.579], [-6.017, -5.004, -3.766], [-7.090, -3.808, -3.443], [-5.777, -3.532, -4.438], [-4.227, -5.423, -2.165], [-3.247, -3.931, -1.722], [-3.564, -4.379, -3.441], [-5.747, -3.696, -1.517], [-4.012, -1.808, -1.990], [-5.769, -1.398, -2.484], [-2.767, -0.529, -3.701], [-4.300, 0.163, -4.166], [-3.406, -0.887, -5.293], [5.733, -0.159, 1.160], [4.817, 0.141, -0.038], [5.478, -0.044, -1.378], [5.757, -1.412, -1.451], [6.692, -1.851, -2.422], [3.607, -0.817, 0.065], [3.757, -1.661, -0.511], [3.441, -1.016, 1.044], [2.738, -0.426, -0.293], [5.110, -0.282, 2.053], [6.429, 0.641, 1.408], [6.302, -1.080, 1.047], [4.382, 1.134, 0.077], [6.361, 0.598, -1.280], [4.787, 0.324, -2.144], [6.258, -1.999, -3.413], [6.922, -2.862, -2.083], [7.625, -1.287, -2.471], [-1.861, -5.168, 3.195], [-0.662, -4.562, 2.502], [-0.653, -4.742, 1.007], [0.593, -4.754, 0.399], [0.627, -4.962, -0.981], [-0.597, -3.042, 2.776], [-1.333, -2.566, 2.248], [-0.903, -2.810, 3.725], [0.359, -2.719, 2.653], [-1.740, -6.242, 3.026], [-2.743, -4.839, 2.643], [-1.961, -5.160, 4.279], [0.310, -4.906, 2.862], [-1.276, -3.978, 0.506], [-1.158, -5.691, 0.778], [-0.319, -5.271, -1.443], [1.415, -5.641, -1.308], [0.891, -4.050, -1.531], [2.739, 2.490, 4.602], [2.213, 1.070, 4.904], [2.224, 0.706, 6.389], [1.041, 1.059, 7.044], [1.162, 0.904, 8.448], [0.762, 1.056, 4.351], [0.666, 0.554, 3.464], [0.101, 0.585, 4.978], [0.300, 1.953, 4.196], [3.788, 2.658, 4.847], [2.127, 3.282, 5.032], [2.792, 2.658, 3.520], [2.750, 0.309, 4.345], [3.112, 1.248, 6.732], [2.445, -0.365, 6.448], [0.143, 1.116, 8.777], [1.818, 1.647, 8.910], [1.471, -0.081, 8.806], [2.552, -2.914, -3.126], [3.222, -1.743, -3.183], [1.308, -2.643, -2.680], [2.520, -3.354, -4.373], [3.382, -4.187, -1.980], [4.679, -4.579, -2.513], [3.494, -3.402, -0.752], [2.409, -5.235, -1.934], [-0.016, -0.824, -0.767], [0.959, -1.637, -0.360], [0.306, -0.280, -1.921], [-1.169, -1.510, -0.850], [-0.253, 0.517, 0.565], [-0.886, 1.587, -0.202], [-1.138, -0.113, 1.541], [1.077, 0.849, 1.007]],
  "atomic_forces_ev_per_a": [[0.4, -1.7, 0.4], [0.4, 1.0, 0.7], [0.1, 1.2, 0.1], [0.9, -0.1, 0.0], [-1.2, -0.5, -0.2], [-0.9, -0.6, -0.6], [0.4, -0.3, -0.6], [-0.2, 0.0, -0.2], [0.1, -0.1, 0.8], [0.4, 0.5, 0.3], [-0.4, 0.5, 0.1], [-0.5, 0.4, -0.3], [-0.1, 0.1, -0.5], [0.2, -0.5, -0.3], [-0.3, -0.3, -0.2], [-0.1, -0.2, 0.3], [0.1, 0.5, 0.6], [0.7, 0.1, -0.3], [0.1, 0.2, -0.1], [0.7, 0.5, 1.1], [-0.3, 0.6, 0.4], [-0.9, -0.6, 0.9], [1.5, -0.6, -0.5], [-0.6, -1.8, -0.6], [0.1, 0.3, -0.3], [0.2, 0.8, -0.2], [0.0, 0.1, 0.4], [-0.2, 0.2, -0.5], [0.3, -0.3, -0.1], [-0.6, 0.1, 0.1], [0.4, 0.0, -0.1], [0.1, -0.2, -0.4], [0.0, 0.1, 0.0], [0.0, 0.3, 0.0], [-0.4, 0.5, -0.5], [-0.4, -0.2, 0.2], [-1.4, 0.7, -1.1], [0.3, 0.0, 1.3], [1.3, -0.7, -1.6], [-0.9, -0.3, 0.0], [0.5, 0.6, -0.6], [0.1, 0.1, -0.5], [0.1, 0.0, 0.2], [0.0, 0.2, 0.0], [-0.1, 0.1, 0.0], [0.4, 0.0, 0.3], [0.2, -0.4, 0.0], [0.6, -0.2, 0.2], [-0.3, 0.0, -0.1], [-0.7, 0.2, 1.0], [0.1, 0.2, 0.3], [-0.1, -0.5, 0.3], [-0.4, -0.3, -0.1], [0.0, 0.2, 0.0], [-0.4, -0.2, 0.2], [-0.6, -0.4, 1.1], [-0.1, -0.1, 0.6], [-0.1, 1.0, 0.0], [0.3, -1.5, -0.2], [0.5, 1.3, -0.5], [0.4, -1.2, 0.2], [0.0, -0.6, -0.1], [0.2, 0.3, 0.0], [0.1, 0.0, 0.1], [0.0, 0.1, -0.4], [-0.1, 0.0, -0.3], [0.1, 0.1, -0.1], [0.2, -0.1, -0.7], [0.3, -0.1, -0.4], [-0.2, 0.5, 0.0], [0.2, 0.1, -0.1], [-0.2, 0.4, 0.2], [0.3, -1.0, -0.8], [1.1, 0.5, 0.6], [-0.8, -0.7, -1.7], [0.1, 0.6, 2.5], [-4.3, 0.5, -0.1], [-1.0, -0.3, 0.9], [0.8, 0.3, -0.8], [0.5, -0.5, 0.3], [-0.2, 0.4, -0.6], [-0.3, 0.0, -0.3], [-0.3, -0.1, 0.4], [0.2, 0.9, 0.0], [-0.2, -0.3, 0.2], [-0.3, 0.2, 0.2], [-0.1, 0.0, 0.2], [-0.8, -0.1, 0.6], [-3.0, -1.0, 2.5], [-0.8, -0.4, 1.2], [0.3, -0.3, -1.0], [-0.7, 1.6, -0.2], [0.6, -0.2, -0.6], [0.8, -0.2, -1.0], [-1.1, 0.6, 1.1], [-0.8, -1.0, -0.1], [0.4, 0.2, -0.2], [0.4, 0.0, 0.5], [0.7, 0.4, 0.2], [-0.1, -0.3, 0.7], [0.0, -0.1, 0.3], [-0.5, -0.1, -0.1], [0.0, 0.1, -0.1], [-0.1, -0.1, 0.6], [-0.2, -0.1, 0.4], [0.2, -0.2, 0.4], [0.1, 0.0, -0.3], [0.0, -0.1, -0.5], [1.4, -0.8, -0.3], [-0.1, 0.1, 0.6], [0.1, 0.4, -0.8], [-0.6, -0.2, 0.1], [3.4, -0.1, -0.9], [-1.5, 1.1, 0.1], [-0.7, 0.5, 0.3], [6.9, 0.1, -4.6], [-0.3, 0.6, 1.4], [-0.3, -0.1, 0.0], [-0.2, 0.0, 0.0], [0.4, 0.1, -0.4], [-1.0, -0.6, -1.8], [-0.2, 0.4, 0.4], [0.5, 0.2, 0.3], [0.7, -0.2, 0.8]]
}



Record 2
{
  "formula": "C26H72F6NO17S2V",
  "method": "ωB97M-V/def2-TZVPD",
  "molar_mass_g_mol": 899.92,
  "total_energy_ev": -128082.900,
  "homo_ev": [-3.9, -4.1],
  "lumo_ha": [0.072, 0.072],
  "total_charge": -1,
  "gap_ev": [5.91, 6.07],
  "multiplicity": 4,
  "elements": ["V", "C", "O", "H", "H", "H", "C", "O", "H", "H", "H", "C", "F", "F", "F", "S", "O", "O", "N", "S", "O", "O", "C", "F", "F", "F", "C", "C", "O", "H", "H", "H", "H", "H", "H", "C", "C", "O", "H", "H", "H", "H", "H", "H", "C", "C", "O", "H", "H", "H", "H", "H", "H", "C", "C", "O", "H", "H", "H", "H", "H", "H", "C", "C", "O", "H", "H", "H", "H", "H", "H", "C", "C", "O", "H", "H", "H", "H", "H", "H", "C", "C", "O", "H", "H", "H", "H", "H", "H", "C", "C", "O", "H", "H", "H", "H", "H", "H", "C", "C", "O", "H", "H", "H", "H", "H", "H", "C", "C", "O", "H", "H", "H", "H", "H", "H", "C", "C", "O", "H", "H", "H", "H", "H", "H"],
  "xyz": [[-11.246, 10.171, -27.206], [-11.407, 11.508, -24.185], [-11.121, 11.819, -25.524], [-11.100, 10.492, -23.938], [-10.906, 12.118, -23.433], [-12.467, 11.610, -23.953], [-10.726, 11.998, -29.837], [-10.891, 12.071, -28.437], [-10.079, 12.844, -30.069], [-10.380, 11.047, -30.243], [-11.536, 12.178, -30.544], [-10.644, 5.818, -26.553], [-11.047, 4.716, -25.946], [-9.437, 6.303, -26.096], [-10.426, 5.471, -27.832], [-11.897, 7.256, -26.449], [-13.220, 6.663, -26.108], [-11.370, 8.296, -25.603], [-11.685, 8.250, -27.913], [-12.561, 7.391, -29.027], [-12.679, 5.932, -28.883], [-13.826, 8.072, -29.418], [-11.324, 7.552, -30.606], [-11.823, 6.779, -31.572], [-11.177, 8.773, -30.920], [-10.144, 7.012, -30.263], [-9.702, 5.460, -22.369], [-11.137, 5.884, -22.707], [-11.427, 7.208, -22.374], [-9.028, 5.637, -23.207], [-9.618, 4.373, -22.375], [-9.256, 5.697, -21.402], [-11.764, 5.298, -22.036], [-11.459, 5.755, -23.740], [-10.748, 7.553, -21.789], [-14.342, 3.374, -29.841], [-15.185, 3.457, -28.591], [-16.371, 4.125, -28.895], [-13.345, 2.942, -29.750], [-14.132, 4.391, -30.173], [-14.742, 2.768, -30.654], [-14.465, 3.919, -27.916], [-15.563, 2.450, -28.412], [-16.844, 3.482, -29.428], [-13.854, 3.490, -24.184], [-14.943, 2.509, -24.161], [-15.499, 2.299, -25.463], [-14.274, 4.448, -24.491], [-13.074, 3.292, -24.919], [-13.424, 3.597, -23.189], [-15.808, 2.757, -23.546], [-14.511, 1.601, -23.741], [-16.100, 3.028, -25.631], [-9.769, 4.209, -31.932], [-8.453, 3.509, -31.644], [-8.252, 2.329, -32.371], [-10.405, 4.479, -31.089], [-10.492, 3.634, -32.509], [-9.520, 5.087, -32.529], [-8.726, 3.057, -30.690], [-7.672, 4.254, -31.493], [-8.817, 1.617, -32.064], [-17.783, 6.732, -24.937], [-16.982, 6.197, -26.250], [-16.745, 4.837, -26.204], [-17.013, 7.066, -24.242], [-18.368, 5.967, -24.427], [-18.296, 7.688, -25.042], [-16.039, 6.714, -26.428], [-17.604, 6.357, -27.130], [-16.770, 4.511, -27.107], [-11.599, 1.932, -27.356], [-12.403, 0.847, -28.018], [-12.491, -0.225, -27.067], [-10.614, 1.591, -27.039], [-12.214, 2.371, -26.570], [-11.451, 2.640, -28.172], [-11.797, 0.597, -28.889], [-13.395, 1.172, -28.330], [-13.360, -0.261, -26.662], [-13.974, 10.263, -31.885], [-14.412, 11.730, -32.413], [-13.437, 12.677, -32.263], [-13.615, 10.318, -30.857], [-13.268, 9.924, -32.643], [-14.845, 9.609, -31.921], [-15.327, 12.130, -31.976], [-14.701, 11.607, -33.457], [-13.551, 13.027, -31.377], [-8.050, 8.994, -25.267], [-8.096, 9.994, -26.431], [-9.086, 9.679, -27.373], [-8.979, 8.548, -24.912], [-7.626, 9.475, -24.385], [-7.282, 8.254, -25.489], [-7.119, 10.084, -26.905], [-8.371, 10.954, -25.994], [-8.627, 9.337, -28.144], [-7.094, 6.601, -29.737], [-6.977, 8.010, -29.131], [-8.067, 8.765, -29.613], [-6.424, 5.857, -29.306], [-7.014, 6.558, -30.823], [-7.977, 6.034, -29.442], [-5.988, 8.462, -29.202], [-7.114, 7.857, -28.061], [-8.053, 8.823, -30.571], [-15.050, 9.974, -25.102], [-14.775, 9.888, -26.611], [-13.632, 10.665, -27.039], [-14.111, 9.759, -24.592], [-15.753, 9.171, -24.880], [-15.386, 10.961, -24.787], [-15.719, 10.147, -27.090], [-14.540, 8.862, -26.893], [-13.835, 11.587, -26.867], [-10.818, 7.191, -35.648], [-11.568, 8.423, -35.097], [-10.587, 9.394, -35.234], [-10.909, 7.232, -36.734], [-11.315, 6.331, -35.201], [-9.828, 7.184, -35.191], [-11.747, 8.394, -34.022], [-12.445, 8.647, -35.704], [-11.016, 10.176, -34.879]],
  "atomic_forces_ev_per_a": [[0.4, 4.1, 1.3], [0.3, -0.2, -1.4], [0.0, -1.2, -0.2], [-0.1, -0.6, 0.3], [0.4, 0.6, 0.1], [-0.6, -0.1, 0.2], [0.3, 0.8, 1.2], [-1.1, -2.5, -0.6], [0.8, -0.2, -0.6], [0.9, -0.4, 0.1], [-1.3, 0.2, 0.4], [1.5, 0.3, -1.5], [0.3, 0.7, 0.6], [-1.7, -1.0, 0.1], [0.1, 0.4, 0.7], [-2.1, 1.8, -0.3], [3.3, 1.0, -1.1], [0.3, -0.4, 1.2], [-2.1, -5.2, 0.1], [-1.6, 0.9, -3.8], [0.5, 1.8, 0.6], [2.7, -1.0, 0.9], [-1.4, -2.7, 3.2], [-0.2, 0.6, -0.4], [0.2, 1.9, -1.2], [-0.1, 0.2, -0.1], [0.3, -1.3, -1.6], [0.2, -0.4, 1.7], [0.1, 1.3, 0.0], [0.3, 0.9, 0.2], [-0.6, -0.4, 0.1], [-0.4, 0.8, -0.1], [-0.4, -0.6, -0.4], [0.4, -0.4, 0.1], [0.0, 0.1, 0.0], [0.9, 0.1, -1.2], [1.5, -1.9, -1.8], [-1.0, 1.5, 0.3], [0.1, -0.1, 0.8], [-0.2, 0.0, -0.3], [-0.6, 0.2, -0.1], [-1.2, 0.2, 1.0], [1.0, -0.3, 1.3], [-0.4, 0.3, -0.1], [0.3, 1.9, 0.0], [-1.0, -1.1, -0.4], [0.5, -1.0, 0.0], [0.2, 0.3, 0.1], [0.0, -0.4, 0.2], [0.2, 0.1, 0.0], [0.3, 0.4, 0.6], [-0.4, -0.6, -0.4], [0.0, 0.4, 0.0], [-0.4, 0.9, -1.4], [-3.1, -1.4, 3.0], [1.6, -0.1, -2.1], [0.7, 0.3, 0.4], [0.4, -0.5, -0.4], [-0.6, 0.3, 0.0], [0.9, 0.7, 1.1], [0.6, -0.8, -0.7], [0.0, 0.4, 0.2], [2.3, -0.1, -0.8], [-1.9, 1.6, 0.6], [0.1, -1.5, 1.1], [0.2, -0.5, 0.4], [-0.1, 0.0, -0.4], [-0.5, -0.3, -0.7], [0.0, 0.4, 0.4], [-0.2, 0.5, -0.1], [0.0, -0.1, -0.5], [-0.7, 0.7, -0.9], [0.6, -0.3, 1.2], [0.1, -0.6, -0.6], [-0.2, -0.1, 0.2], [0.5, 0.2, 0.1], [0.2, 0.7, 0.3], [-0.4, -0.9, -0.2], [0.1, 0.1, 0.0], [-0.1, 0.2, -0.2], [-1.2, 2.2, -0.9], [-1.2, -2.5, 0.3], [1.1, 1.1, -0.1], [0.3, -0.1, -0.3], [0.4, -0.2, 0.5], [0.0, -0.1, 0.1], [-0.3, -0.5, 0.5], [0.4, 0.1, -0.3], [0.5, 0.1, 0.1], [1.2, 0.1, 0.2], [-0.7, 0.6, 1.9], [-0.4, -0.3, 0.1], [-0.1, 0.1, -0.6], [0.0, 0.4, 0.1], [-0.3, -0.7, -0.1], [0.0, 0.0, -0.1], [0.0, 0.2, -0.3], [-0.7, 0.1, -0.8], [0.5, -1.0, 0.4], [-0.5, -2.1, 0.1], [0.5, 0.6, 0.2], [1.1, 0.4, -0.2], [0.1, 0.2, 0.0], [-0.8, 0.9, -0.2], [0.0, 0.2, -0.7], [-0.3, 0.3, 0.1], [0.0, 0.1, 0.0], [1.1, -0.4, -0.7], [0.3, -0.2, 0.6], [-0.8, -0.6, 0.0], [0.0, 0.0, 0.2], [-0.2, 0.2, 0.3], [-0.2, -0.1, 0.0], [0.2, 0.3, -0.7], [0.0, 0.1, 0.0], [0.6, 0.3, 0.0], [-1.8, 0.0, 1.5], [1.4, -1.4, -0.2], [0.3, 2.2, -0.3], [0.6, -0.4, 0.1], [-0.1, -0.5, -0.6], [0.2, 0.2, -0.7], [-0.8, -0.7, 0.0], [-0.3, -0.1, 0.2], [0.5, 0.7, 0.0]]
}